Molecular formula: C5H11NO
Method: DFT, the ωB97M-V functional and the def2-TZVPD basis

The geometry in ORCA input format:
```
! wB97M-V def2-TZVPD RIJCOSX def2/J DEFGRID3
* xyz 0 1
C 2.3005 -0.6733 -0.6411
C 1.5446 0.5478 -0.0377
N 0.1408 0.2495 0.1755
C -0.2266 -0.4622 1.2674
O -1.3403 -0.8931 1.4891
C -0.6925 0.1546 -1.0362
C -1.9490 0.9976 -0.8897
H 3.1196 -0.3583 -1.2938
H 2.8281 -1.0887 0.2201
H 1.6215 -1.3223 -1.1739
H 1.5803 1.3508 -0.7702
H 2.0627 0.8716 0.8389
H 0.5890 -0.6019 2.0008
H -0.9633 -0.8870 -1.1986
H -0.0798 0.5705 -1.8280
H -2.5106 1.1433 -1.8103
H -1.6265 1.9814 -0.5390
H -2.7055 0.6225 -0.2017
*
```

The SMILES is CCN(C=O)CC. Its orbital gap is 10.24 eV. The relative energy (zero: lowest compared OMol25 entry of this formula, charge and spin) is 84.9 kJ/mol.

Atom charges from the natural (NBO) analysis, given in e for atoms 1 to 6:
1. C -0.636
2. C -0.205
3. N -0.441
4. C 0.534
5. O -0.613
6. C -0.221

Molecular formula: C5H11NO
Method: DFT, the ωB97M-V functional and the def2-TZVPD basis

The geometry in ORCA input format:
```
! wB97M-V def2-TZVPD RIJCOSX def2/J DEFGRID3
* xyz 0 1
C 0.7985 -1.9003 -0.8296
C -0.1017 -1.1105 0.1320
N -0.4503 0.2152 -0.3047
C -1.3228 0.2999 -1.3538
O -1.6808 1.3438 -1.8634
C 0.1089 1.4271 0.2103
C 0.2838 1.4224 1.7537
H 0.8931 -2.9242 -0.4928
H 0.2849 -1.8499 -1.7990
H 1.7805 -1.4545 -1.0884
H 0.4628 -0.9939 1.0651
H -0.9475 -1.7712 0.1576
H -1.5831 -0.6544 -1.8256
H -0.3920 2.3602 -0.0107
H 1.1540 1.5161 -0.2272
H 0.3146 2.3526 2.3348
H 1.0768 0.7007 1.9918
H -0.6798 1.0210 2.1498
*
```

The SMILES is CCN(C=O)CC. Its orbital gap is 10.03 eV. The relative energy (zero: lowest compared OMol25 entry of this formula, charge and spin) is 127.7 kJ/mol.

Atom charges from the natural (NBO) analysis, given in e for atoms 1 to 6:
1. C -0.617
2. C -0.216
3. N -0.454
4. C 0.532
5. O -0.611
6. C -0.217

Molecular formula: C5H11NO
Method: DFT, the ωB97M-V functional and the def2-TZVPD basis

The geometry in ORCA input format:
```
! wB97M-V def2-TZVPD RIJCOSX def2/J DEFGRID3
* xyz 0 1
C 0.6695 1.2943 -0.2773
C 0.7125 -0.2492 -0.2924
C 1.0917 -0.8053 -1.6709
C -0.5999 -0.9004 0.1941
C -1.5878 0.0589 0.8340
N -1.1905 0.5043 2.0953
O -2.5233 0.5324 0.2319
H -0.0735 1.5385 -1.0820
H 1.4905 1.9219 -0.7011
H 0.6167 1.7198 0.7319
H 1.4951 -0.4397 0.4596
H 0.1709 -0.9372 -2.1973
H 1.6837 -0.1768 -2.3139
H 1.6709 -1.7217 -1.5513
H -0.2528 -1.7364 0.8647
H -1.2968 -1.3695 -0.6038
H -0.2959 0.1159 2.3777
H -1.7809 0.6502 2.9008
*
```

The SMILES is CC(C)CC(N)=O. Its orbital gap is 10.67 eV. The relative energy (zero: lowest compared OMol25 entry of this formula, charge and spin) is 113.2 kJ/mol.

Atom charges from the natural (NBO) analysis, given in e for atoms 1 to 6:
1. C -0.643
2. C -0.214
3. C -0.606
4. C -0.518
5. C 0.690
6. N -0.852

Molecular formula: C5H11NO
Method: DFT, the ωB97M-V functional and the def2-TZVPD basis

The geometry in ORCA input format:
```
! wB97M-V def2-TZVPD RIJCOSX def2/J DEFGRID3
* xyz 0 1
C -1.3439 0.2275 -1.2531
C -0.3309 -0.5892 -0.4428
C 0.8639 -1.0581 -1.3025
N 0.1651 0.1606 0.8140
C -0.4706 1.3178 1.4639
C 1.2445 -0.3385 1.4859
O 1.9030 -1.3201 1.1927
H -0.8549 0.9778 -1.8858
H -1.9184 -0.4248 -1.9262
H -2.0659 0.7286 -0.6033
H -0.8420 -1.4862 -0.0684
H 1.7195 -1.0834 -0.6304
H 0.7656 -2.0992 -1.6323
H 1.0598 -0.4204 -2.1723
H -0.4590 2.2170 0.8406
H -1.4982 1.1330 1.8012
H 0.0998 1.5683 2.3714
H 1.5241 0.2488 2.3813
*
```

The SMILES is CC(C)N(C)C=O. Its orbital gap is 10.24 eV. The relative energy (zero: lowest compared OMol25 entry of this formula, charge and spin) is 108.1 kJ/mol.

Atom charges from the natural (NBO) analysis, given in e for atoms 1 to 6:
1. C -0.619
2. C -0.024
3. C -0.648
4. N -0.446
5. C -0.406
6. C 0.532

Molecular formula: C5H11NO
Method: DFT, the ωB97M-V functional and the def2-TZVPD basis

The geometry in ORCA input format:
```
! wB97M-V def2-TZVPD RIJCOSX def2/J DEFGRID3
* xyz 0 1
C 1.1016 -0.1771 -2.2166
C 1.3314 -0.5699 -0.7594
C 1.1150 0.5823 0.2293
N -0.2816 0.7522 0.6009
C -0.8720 -0.1615 1.4229
C -2.3708 -0.0374 1.6060
O -0.2316 -1.0504 1.9638
H 1.2236 -1.0416 -2.8768
H 0.0924 0.2221 -2.3762
H 1.8216 0.5853 -2.5417
H 0.6663 -1.3871 -0.4597
H 2.3488 -0.9542 -0.6449
H 1.6775 0.3962 1.1482
H 1.4689 1.5286 -0.1956
H -0.8526 1.4247 0.1149
H -2.8417 -0.9087 1.1399
H -2.7986 0.8708 1.1712
H -2.5982 -0.0744 2.6739
*
```

The SMILES is CCCNC(C)=O. Its orbital gap is 10.46 eV. The relative energy (zero: lowest compared OMol25 entry of this formula, charge and spin) is 7.8 kJ/mol.

Atom charges from the natural (NBO) analysis, given in e for atoms 1 to 6:
1. C -0.609
2. C -0.411
3. C -0.221
4. N -0.622
5. C 0.672
6. C -0.706

Molecular formula: C5H11NO
Method: DFT, the ωB97M-V functional and the def2-TZVPD basis

The geometry in ORCA input format:
```
! wB97M-V def2-TZVPD RIJCOSX def2/J DEFGRID3
* xyz 0 1
C -0.1542 1.6992 0.1552
C -0.4773 0.6977 -0.9469
N -1.9368 0.4840 -0.8954
C 0.2766 -0.6455 -0.7865
C 0.3000 -1.2507 0.6153
C 1.6062 -0.9322 1.3197
O 1.6705 -0.3450 2.3662
H -0.4209 1.2582 1.1207
H 0.9225 1.8047 0.2706
H -0.7374 2.6004 -0.0064
H -0.1736 1.0623 -1.9255
H -2.1778 0.2053 0.0515
H -2.1838 -0.3157 -1.4714
H 1.3058 -0.4960 -1.1275
H -0.1114 -1.3798 -1.4921
H 0.1917 -2.3358 0.6281
H -0.4322 -0.8153 1.2990
H 2.5321 -1.2956 0.8255
*
```

The SMILES is C[C@H](N)CCC=O. Its orbital gap is 10.46 eV. The relative energy (zero: lowest compared OMol25 entry of this formula, charge and spin) is 118.6 kJ/mol.

Atom charges from the natural (NBO) analysis, given in e for atoms 1 to 6:
1. C -0.625
2. C -0.040
3. N -0.825
4. C -0.412
5. C -0.529
6. C 0.453

Molecular formula: C5H11NO
Method: DFT, the ωB97M-V functional and the def2-TZVPD basis

The geometry in ORCA input format:
```
! wB97M-V def2-TZVPD RIJCOSX def2/J DEFGRID3
* xyz 0 1
C 0.3242 -0.7095 -0.0453
C -0.1777 -1.5620 1.0724
C 1.7776 -0.3497 -0.0444
C -0.8413 1.5323 0.4673
N -0.3121 -0.6638 -1.2014
C -0.7076 1.1069 -1.3171
O -1.7329 1.1313 -1.9690
H -1.1846 -1.0562 -1.5323
H 0.1548 1.7329 -1.5830
H -1.2637 -1.6358 1.0602
H 0.1520 -1.1707 2.0344
H 0.2424 -2.5680 0.9695
H 2.1409 -0.0856 0.9466
H 1.9979 0.4312 -0.7715
H 2.3305 -1.2338 -0.3803
H -0.0060 1.6255 1.1630
H -1.6692 0.9405 0.8530
H -1.2251 2.5346 0.2780
*
```

Its orbital gap is 8.06 eV. The relative energy (zero: lowest compared OMol25 entry of this formula, charge and spin) is 406.1 kJ/mol.

Atom charges from the natural (NBO) analysis, given in e for atoms 1 to 6:
1. C 0.495
2. C -0.706
3. C -0.694
4. C -0.787
5. N -0.659
6. C 0.432

Molecular formula: C5H11NO
Method: DFT, the ωB97M-V functional and the def2-TZVPD basis

The geometry in ORCA input format:
```
! wB97M-V def2-TZVPD RIJCOSX def2/J DEFGRID3
* xyz 0 1
C -1.3889 0.0536 2.4926
N -0.8116 0.5273 1.2564
C 0.0315 -0.2560 0.5280
O 0.5431 -1.2730 0.9777
C 0.2626 0.2069 -0.9043
C 1.6658 0.7824 -1.0917
C 0.0303 -0.9971 -1.8150
H -2.2456 -0.6083 2.3022
H -1.7243 0.9028 3.0905
H -0.6334 -0.5077 3.0426
H -1.2393 1.3171 0.8003
H -0.4708 0.9907 -1.1411
H 2.4202 0.0259 -0.8532
H 1.8351 1.6520 -0.4474
H 1.8010 1.0952 -2.1334
H 0.1592 -0.7229 -2.8666
H 0.7430 -1.7857 -1.5561
H -0.9779 -1.4033 -1.6815
*
```

The SMILES is CNC(=O)C(C)C. Its orbital gap is 10.43 eV. The relative energy (zero: lowest compared OMol25 entry of this formula, charge and spin) is 11.0 kJ/mol.

Atom charges from the natural (NBO) analysis, given in e for atoms 1 to 6:
1. C -0.418
2. N -0.615
3. C 0.679
4. O -0.634
5. C -0.300
6. C -0.597

Molecular formula: C5H11NO
Method: DFT, the ωB97M-V functional and the def2-TZVPD basis

The geometry in ORCA input format:
```
! wB97M-V def2-TZVPD RIJCOSX def2/J DEFGRID3
* xyz 0 1
C -1.1225 -1.2097 -0.8708
C -0.5608 0.1654 -0.4858
C -1.2780 0.7276 0.7915
N 0.8945 0.1333 -0.3101
C 1.2994 -0.6037 0.8606
C 1.6694 1.1617 -0.7759
O 1.3494 1.9643 -1.6291
H -1.0223 -1.9237 -0.0459
H -2.1901 -1.1008 -1.0876
H -0.6479 -1.6497 -1.7572
H -0.7178 0.8505 -1.3270
H -1.1270 1.8071 0.8868
H -2.3473 0.5186 0.7239
H -0.9973 0.3154 1.7754
H 1.2103 -1.6828 0.7103
H 2.3133 -0.3488 1.1624
H 0.6151 -0.3225 1.6561
H 2.6596 1.1978 -0.2773
*
```

The SMILES is CC(C)N(C)C=O. Its orbital gap is 10.26 eV. The relative energy (zero: lowest compared OMol25 entry of this formula, charge and spin) is 74.0 kJ/mol.

Atom charges from the natural (NBO) analysis, given in e for atoms 1 to 6:
1. C -0.617
2. C -0.056
3. C -0.633
4. N -0.443
5. C -0.410
6. C 0.542

Molecular formula: C5H11NO
Method: DFT, the ωB97M-V functional and the def2-TZVPD basis

The geometry in ORCA input format:
```
! wB97M-V def2-TZVPD RIJCOSX def2/J DEFGRID3
* xyz 0 1
C 0.8947 0.8039 1.6193
N 0.3480 0.1310 0.4623
C 1.0017 -0.3785 -0.6184
C 2.5170 -0.2900 -0.6170
O 0.3888 -0.8958 -1.5442
H 0.3898 0.4387 2.5192
H 1.9606 0.5886 1.7173
H 0.7582 1.8914 1.5658
H -0.6598 0.0775 0.3838
H 2.8767 -0.7388 -1.5430
H 2.9436 -0.8342 0.2328
H 2.8631 0.7485 -0.5622
C -2.7304 0.3258 -0.9219
C -2.7119 -0.8393 -0.2798
H -3.4208 1.1241 -0.6551
H -2.0363 0.5087 -1.7394
H -2.0001 -1.6104 -0.5692
H -3.3828 -1.0511 0.5497
*
```

The SMILES is CNC(C)=O.C=C. Its orbital gap is 10.37 eV. The relative energy (zero: lowest compared OMol25 entry of this formula, charge and spin) is 118.1 kJ/mol.

Atom charges from the natural (NBO) analysis, given in e for atoms 1 to 6:
1. C -0.410
2. N -0.633
3. C 0.681
4. C -0.722
5. O -0.641
6. H 0.203